(1)
C24H18N6O2 | the ωB97M-V functional and the def2-TZVPD basis

```
50
Properties=species:S:1:pos:R:3:forces:R:3
N -8.4029 -1.5261 0.4090 2.1 0.2 -2.3
C -7.5626 -1.4035 -0.4055 -1.9 0.1 2.4
C -6.4216 -1.1527 -1.2436 1.1 0.5 -1.0
C -5.1146 -1.3045 -0.7429 0.6 0.2 -2.4
C -4.0005 -1.1163 -1.6333 -0.3 -0.6 1.7
C -4.1497 -0.6566 -2.9452 1.8 -0.3 0.8
C -2.9784 -0.4360 -3.8607 -0.2 -0.3 -0.1
C -3.0259 -0.3848 -5.2270 0.6 0.5 -1.2
N -1.7757 -0.1563 -5.8062 -1.5 -0.4 -0.4
C -0.9445 -0.1215 -4.8078 1.1 0.0 0.1
C 0.5138 0.0597 -4.7827 -1.2 0.0 1.0
C 1.1303 0.0631 -3.5580 -0.9 0.1 -0.1
C 0.3249 -0.1313 -2.3331 -0.1 -0.5 -1.4
C 0.9563 -0.2869 -0.9701 -0.4 0.3 0.1
C 2.3413 -0.2954 -0.7809 -0.6 -0.3 0.7
C 2.8556 -0.3893 0.5313 -0.8 -0.4 0.0
C 2.0128 -0.5194 1.6703 -0.6 0.7 -1.7
C 2.5690 -0.6842 3.0394 1.3 -1.5 2.9
O 2.4814 -1.8024 3.5890 -0.1 2.0 -1.0
N 3.2299 0.3665 3.7272 -0.5 -0.5 -1.1
C 3.8203 0.1525 5.0672 0.3 -0.1 -0.3
C 5.0593 1.0135 5.3427 -0.8 0.4 -0.3
N 4.7606 2.4108 5.0841 0.1 -1.9 -0.3
C 4.1544 2.7132 3.9006 0.3 1.6 1.4
O 4.1637 3.9034 3.6685 -0.8 0.4 -1.9
C 3.4389 1.6621 3.0415 -0.7 -0.1 0.9
C 0.5934 -0.5565 1.4478 1.6 0.0 0.1
C 0.1237 -0.4256 0.1605 0.1 0.3 -0.3
N -0.9705 -0.2923 -2.4141 -0.4 -0.2 0.5
N -1.6106 -0.2965 -3.6209 1.3 0.3 2.0
C -5.4268 -0.4032 -3.3789 -1.9 0.5 -0.2
C -6.5530 -0.6653 -2.5662 1.5 -0.1 0.3
H -4.9843 -1.5926 0.2707 0.3 -0.3 0.6
H -2.9895 -1.3704 -1.2571 -0.8 0.4 -0.3
H -3.9202 -0.4857 -5.8468 0.5 0.0 0.2
H 1.0075 0.2306 -5.7407 -0.1 -0.1 0.4
H 2.1922 0.2606 -3.4782 -0.1 -0.1 0.0
H 3.0052 -0.2960 -1.6440 0.0 0.1 0.4
H 3.9354 -0.4797 0.5932 -0.1 0.2 0.4
H 4.1909 -0.8745 5.1430 -0.7 0.0 0.0
H 3.0747 0.3804 5.8243 -0.1 -0.3 0.2
H 5.3410 0.9509 6.3761 0.0 -0.5 0.5
H 5.8744 0.6429 4.7423 0.5 -0.1 -0.3
H 5.3464 3.1523 5.4725 -0.4 -0.4 -0.4
H 2.4540 2.1183 2.7416 1.1 -0.4 0.1
H 4.0511 1.4298 2.1828 0.1 0.6 -0.5
H -0.1433 -0.7084 2.2408 0.6 0.2 0.0
H -0.9440 -0.3714 0.0512 -0.2 -0.1 -0.3
H -5.5658 0.0853 -4.3566 -0.1 -0.4 0.5
H -7.5177 -0.4107 -2.9172 -0.8 0.1 -0.4
```
Forces are in eV/Å.

As for the charge: 0. Its SMILES is N#Cc1ccc(-c2cnc3ccc(-c4ccc(C(=O)N5CCNC(=O)C5)cc4)nn23)cc1. Its LUMO energy is -0.55 eV. The frontier orbital gap comes out at 8.159 eV. For the energy relative to the best compared isomer or geometry (same formula, charge and spin), the calculation gives 0.0 kcal per mole. Its spin multiplicity is 1.



(2)
C24H19Cl2N5O6Pd | the ωB97M-V functional and the def2-TZVPD basis

```
57
Properties=species:S:1:pos:R:3:forces:R:3
Pd 1.0416 -1.0905 0.7692 -0.6 -0.1 -1.0
O 3.5858 -5.2765 -2.6381 0.5 -0.1 -0.3
C 2.3436 -5.6073 -2.4125 -0.8 -0.2 0.2
O 1.8118 -6.5942 -2.8511 0.2 0.1 0.0
C 1.5146 -4.6978 -1.5421 0.2 0.2 0.0
C 0.1939 -4.9750 -1.2532 0.2 0.0 -0.1
N -0.2635 -3.9811 -0.4794 0.0 0.0 0.0
N 0.6782 -3.0635 -0.2453 0.4 0.5 0.4
C 1.7752 -3.4820 -0.8773 0.0 -0.1 0.0
C 3.0328 -2.6495 -0.7720 -0.1 -0.5 -0.4
O 4.0443 -3.0027 -1.3513 -0.2 0.1 0.2
O 2.9346 -1.5775 -0.0614 0.0 0.5 0.9
H 3.8565 -4.4282 -2.2149 -0.1 0.1 0.1
H -0.4069 -5.8135 -1.5646 0.0 0.0 0.0
H -1.1901 -3.8655 -0.1108 -0.1 0.0 0.0
N 3.4333 -0.5568 2.7314 -0.2 -0.1 0.3
C 2.4491 -0.9488 3.5171 0.4 0.1 0.0
C 2.5608 -0.9013 4.9403 0.2 0.1 0.0
C 1.5215 -1.3659 5.6991 -0.3 -0.1 0.1
C 0.3895 -1.8797 5.0579 0.2 0.1 0.6
C 0.3427 -1.8871 3.6561 0.4 0.2 -0.5
N 1.3285 -1.4303 2.9151 -0.4 -0.3 -0.4
H 4.3088 -0.2285 3.1237 0.0 0.0 -0.1
H 3.3545 -0.6526 1.7141 0.2 -0.1 -0.2
H 3.4674 -0.5105 5.3855 0.0 0.0 0.0
H 1.5762 -1.3463 6.7789 0.0 0.0 0.0
H -0.4449 -2.2658 5.6269 0.0 0.0 0.0
H -0.5150 -2.2689 3.1185 -0.1 0.0 0.1
Cl -3.2050 -0.3139 -2.6275 0.0 -0.1 0.0
C -3.8820 1.0412 -1.8095 0.1 0.1 0.1
C -5.1204 0.9450 -1.2179 -0.1 -0.1 0.0
C -5.6606 2.0524 -0.5775 0.1 0.0 -0.1
C -4.9823 3.2638 -0.5683 -0.1 0.0 0.1
C -3.7371 3.3719 -1.1510 0.3 -0.1 -0.1
Cl -3.0016 4.9245 -1.2565 0.1 -0.1 0.1
C -3.1294 2.2392 -1.7495 -0.4 0.0 0.3
N -1.9172 2.2636 -2.3971 0.2 0.0 -0.1
C -0.7529 2.9490 -2.1620 0.2 0.0 0.1
C -0.0231 3.3060 -3.3203 0.0 0.0 -0.1
C 1.1699 3.9713 -3.2266 0.0 0.1 0.0
C 1.6841 4.2775 -1.9664 0.0 0.0 0.0
C 1.0091 3.8735 -0.8195 -0.1 0.0 0.0
C -0.2000 3.2033 -0.8737 -0.1 0.1 0.0
C -0.7238 2.6170 0.4156 0.2 -0.2 0.0
C -0.0860 1.2424 0.5727 -0.2 -0.1 -0.1
O 0.9958 1.1242 1.2146 0.1 -0.3 0.1
O -0.6356 0.2467 0.0249 -0.1 0.1 0.2
H -5.6704 0.0158 -1.2682 0.0 0.0 0.0
H -6.6315 1.9785 -0.1079 0.0 0.0 0.0
H -5.4421 4.1413 -0.1351 0.1 0.0 0.0
H -1.8912 1.6607 -3.2153 0.0 0.0 -0.1
H -0.4549 3.0949 -4.2916 0.0 0.0 0.0
H 1.7033 4.2630 -4.1202 0.0 0.0 0.0
H 2.6189 4.8142 -1.8776 0.0 0.0 0.0
H 1.4526 4.0561 0.1506 0.0 0.0 0.0
H -1.7972 2.4901 0.4442 -0.2 0.0 -0.1
H -0.4143 3.2340 1.2565 0.0 0.1 -0.1
```
Forces are in eV/Å.

As for the charge: +2. Its LUMO energy (spin up / spin down) is -6.35 / -9.92 eV. The frontier orbital gap (spin up / spin down) comes out at 7.644 / 4.095 eV. For the energy relative to the best compared isomer or geometry (same formula, charge and spin), the calculation gives 6.9 kcal per mole. Its spin multiplicity is 5.



(3)
C24H19Cl5GeOPPtS | the ωB97M-V functional and the def2-TZVPD basis

```
53
Properties=species:S:1:pos:R:3:forces:R:3
Pt 1.0621 -0.1957 0.0143 -0.3 -0.7 1.0
Cl 0.2768 0.2742 2.4584 -0.4 0.1 0.0
C 1.7237 0.0546 3.4116 0.2 0.0 0.1
C 1.6532 0.3515 4.7576 -0.3 0.1 0.0
C 2.7927 0.2213 5.5261 0.1 0.0 0.1
C 3.9807 -0.1750 4.9379 0.2 0.0 0.0
C 4.0253 -0.4577 3.5828 0.1 0.0 0.1
Cl 5.5161 -0.9508 2.8717 0.0 0.0 0.0
C 2.8830 -0.3732 2.7848 -0.1 0.1 -0.2
S 3.0252 -0.8727 1.1064 -0.3 0.5 -0.8
H 0.7230 0.6818 5.2027 0.0 0.0 -0.1
H 2.7488 0.4372 6.5851 0.0 0.0 0.0
H 4.8890 -0.2692 5.5180 0.0 0.0 0.0
C 0.2429 1.4984 -7.3238 0.0 0.0 0.0
C 1.0526 0.4706 -6.8484 0.0 0.0 0.0
C 1.0866 0.1788 -5.4978 0.0 0.0 0.1
C 0.3158 0.9505 -4.6172 -0.5 0.0 0.1
C -0.5334 1.9592 -5.0999 0.0 0.0 0.0
C -0.5470 2.2440 -6.4512 0.0 0.0 0.0
P 0.3616 0.6515 -2.8760 0.2 0.2 0.5
C 1.3749 -0.7747 -2.4874 -0.1 -0.2 0.0
C 2.7369 -0.6262 -2.1415 0.0 -0.1 -0.2
C 3.5363 -1.7576 -2.0063 0.1 0.0 0.0
C 3.0045 -3.0170 -2.2182 -0.1 0.0 0.0
C 1.6611 -3.1688 -2.5833 0.0 -0.1 0.0
C 0.8516 -2.0640 -2.7188 -0.1 0.0 0.0
C 1.0072 1.9906 -1.9157 -0.2 -0.1 -0.2
C 1.1206 3.3048 -2.3881 0.1 0.1 0.0
C 1.6431 4.2776 -1.5572 0.0 0.1 -0.1
C 2.0311 3.9567 -0.2593 0.0 -0.1 0.0
C 1.8988 2.6557 0.2239 0.1 0.3 0.1
C 1.3696 1.6876 -0.5963 0.2 -0.7 0.4
H 0.2097 1.7042 -8.3870 0.0 0.0 0.1
H 1.6609 -0.1045 -7.5347 0.0 0.0 0.0
H 1.7240 -0.6148 -5.1280 0.0 0.0 0.0
H -1.1934 2.4957 -4.4268 0.1 0.0 0.0
H -1.1790 3.0360 -6.8316 0.0 -0.1 0.0
H 3.1751 0.3588 -2.0566 0.0 0.0 0.1
H 4.5843 -1.6395 -1.7576 -0.1 0.0 0.0
H 3.6372 -3.8898 -2.1184 0.0 0.0 0.0
H 1.2609 -4.1556 -2.7855 0.0 0.0 0.0
H -0.1863 -2.1797 -3.0200 0.1 0.0 0.0
H 0.8285 3.5561 -3.3988 0.0 0.0 0.0
H 1.7547 5.2916 -1.9195 0.0 -0.1 0.0
H 2.4433 4.7202 0.3888 0.0 0.0 0.0
H 2.2085 2.4240 1.2348 0.0 0.0 0.0
Cl -3.4402 -2.7970 0.1244 0.0 0.0 0.1
Ge -2.5972 -1.0709 1.0763 -0.4 0.1 0.1
Cl -1.4707 -0.0389 -0.6677 1.2 0.4 -1.2
Cl -4.1325 0.3251 1.5814 -0.1 -0.2 0.0
O 0.0707 -2.3952 0.6514 0.1 0.0 -0.2
H -0.2677 -2.8858 -0.1136 0.1 0.0 0.1
H 0.5047 -3.0465 1.2252 0.1 0.2 -0.1
```
Forces are in eV/Å.

As for the charge: +2. Its LUMO energy (spin up / spin down) is -9.74 / -9.72 eV. The frontier orbital gap (spin up / spin down) comes out at 3.649 / 3.688 eV. For the energy relative to the best compared isomer or geometry (same formula, charge and spin), the calculation gives 93.8 kcal per mole. Its spin multiplicity is 2.



(4)
C24H20CeClNPS | the ωB97M-V functional and the def2-TZVPD basis

```
49
Properties=species:S:1:pos:R:3:forces:R:3
C 1.0553 1.4963 -1.4360 -0.8 -0.5 -0.7
C 1.4042 0.1557 -1.7807 -0.7 0.4 -0.6
C 0.1978 -0.5422 -2.1569 0.1 1.2 -0.7
H 2.4126 -0.2587 -1.7986 -0.4 0.2 0.1
C -0.8996 0.3843 -2.0588 1.5 0.4 -0.4
C -0.3689 1.6279 -1.5659 0.5 0.0 -1.1
H -0.9295 2.5368 -1.3514 0.1 -0.3 -0.1
H 1.7306 2.2933 -1.1375 -0.1 -0.2 0.1
H 0.1333 -1.5636 -2.5291 0.0 0.2 0.2
H -1.9224 0.1995 -2.3587 0.1 -0.1 0.3
Ce -0.1408 -0.0338 0.3269 0.1 -1.2 2.6
Cl -1.9986 -1.7265 0.7326 -0.6 -0.4 0.0
P 0.9469 -3.5302 0.0567 0.4 -0.6 0.1
C 0.4030 -4.6732 -1.2839 -0.4 0.1 -0.5
C 1.2593 -5.5565 -1.9641 -0.3 0.0 0.1
H 2.3287 -5.5644 -1.7496 -0.3 0.0 0.0
C 0.7444 -6.4434 -2.9160 -0.2 0.2 0.1
H 1.4193 -7.1331 -3.4271 -0.2 0.2 0.1
C -0.6229 -6.4470 -3.2088 0.1 0.1 0.2
H -1.0227 -7.1416 -3.9533 0.1 0.3 0.3
C -1.4783 -5.5539 -2.5485 0.2 -0.1 -0.1
H -2.5474 -5.5592 -2.7704 0.3 0.0 0.0
C -0.9708 -4.6600 -1.6050 0.4 -0.2 0.0
H -1.6306 -3.9532 -1.0966 0.1 -0.2 -0.1
C 2.7692 -3.7213 -0.0920 0.4 0.1 0.0
C 3.4036 -2.9123 -1.0564 0.2 -0.4 0.4
H 2.8054 -2.2298 -1.6649 0.2 -0.3 0.2
C 4.7821 -2.9969 -1.2447 0.0 -0.2 0.1
H 5.2647 -2.3663 -1.9941 -0.1 -0.2 0.2
C 5.5435 -3.8924 -0.4777 -0.2 0.1 0.0
H 6.6249 -3.9563 -0.6279 -0.4 0.0 0.1
C 4.9174 -4.6986 0.4773 -0.1 0.2 -0.1
H 5.5011 -5.4049 1.0719 -0.1 0.3 -0.2
C 3.5356 -4.6075 0.6827 0.1 0.2 -0.3
H 3.0598 -5.2336 1.4385 0.1 0.2 -0.2
C 0.6132 -4.5884 1.5293 -0.2 0.2 0.4
C 0.2742 -5.9507 1.4683 0.1 0.2 0.2
H 0.1600 -6.4506 0.5054 0.1 0.2 0.3
C 0.0892 -6.6822 2.6475 0.0 0.2 0.0
H -0.1576 -7.7445 2.5869 0.1 0.3 0.0
C 0.2178 -6.0582 3.8919 0.1 0.2 -0.2
H 0.0693 -6.6306 4.8118 0.1 0.2 -0.3
C 0.5336 -4.6939 3.9574 0.0 -0.1 0.0
H 0.6380 -4.2022 4.9265 -0.1 -0.2 -0.3
C 0.7209 -3.9594 2.7873 -0.1 -0.6 -0.3
H 0.9587 -2.8944 2.8376 -0.1 -0.3 0.0
S -1.3947 2.0268 1.7027 -0.1 -0.3 0.4
C -1.2848 3.5591 1.0707 0.2 3.0 -1.2
N -1.2353 4.6626 0.6476 -0.1 -2.7 0.9
```
Forces are in eV/Å.

As for the charge: 0. Its LUMO energy (spin up / spin down) is -0.72 / -0.70 eV. The frontier orbital gap (spin up / spin down) comes out at 8.006 / 8.030 eV. Its spin multiplicity is 2.



(5)
C24H20Cl5MoN2O2S3 | the ωB97M-V functional and the def2-TZVPD basis

```
57
Properties=species:S:1:pos:R:3:forces:R:3
Mo 0.5742 -0.7238 0.3352 -0.1 0.0 0.3
C -0.6209 2.0414 3.7533 0.0 0.0 0.0
C -0.5068 0.8318 2.8750 0.0 0.0 0.0
N 0.0738 0.9099 1.7204 0.0 0.1 -0.1
N 0.6072 2.1646 1.4216 -0.1 0.0 0.0
C 1.6684 2.1179 0.7113 0.0 -0.2 0.0
S 2.4108 0.5937 0.1304 0.1 0.2 0.0
S 2.3203 3.6578 0.1964 0.1 0.1 0.0
C 4.0889 3.2781 -0.0492 -0.1 0.0 0.0
C 4.7924 2.7817 1.1864 0.0 0.1 0.0
C 4.6932 3.4678 2.3944 0.0 0.0 0.0
C 5.3713 3.0154 3.5134 0.0 0.0 0.0
C 6.1558 1.8707 3.4390 0.0 0.0 0.0
C 6.2597 1.1849 2.2401 0.0 0.0 0.0
C 5.5786 1.6393 1.1185 0.0 0.0 0.0
C -0.9649 -0.4773 3.3531 0.0 0.1 0.0
C -1.9351 -0.5721 4.3621 0.0 0.0 0.0
C -2.3078 -1.7878 4.8933 0.0 0.0 0.0
C -1.6893 -2.9564 4.4515 0.0 0.0 0.0
C -0.7316 -2.9006 3.4614 0.0 -0.1 -0.1
C -0.3907 -1.6753 2.9036 -0.1 0.0 0.0
O 0.5290 -1.6685 1.9080 0.1 0.0 0.0
H 0.3590 2.4995 3.8754 0.0 0.0 0.0
H -1.0193 1.7971 4.7306 0.0 0.0 0.0
H -1.2524 2.7880 3.2695 0.0 0.0 0.0
H 4.4846 4.2431 -0.3714 0.0 0.0 0.0
H 4.1997 2.5781 -0.8751 0.0 0.0 0.0
H 4.0797 4.3586 2.4576 0.0 0.0 0.0
H 5.2929 3.5589 4.4456 0.0 0.0 0.0
H 6.6854 1.5182 4.3139 0.0 0.0 0.0
H 6.8705 0.2945 2.1723 0.0 0.0 0.0
H 5.6589 1.0979 0.1829 0.0 0.0 0.0
H -2.4175 0.3271 4.7167 0.0 0.0 0.0
H -3.0705 -1.8311 5.6574 0.0 0.0 0.0
H -1.9639 -3.9104 4.8804 0.0 0.0 0.0
H -0.2411 -3.7891 3.0873 0.0 0.0 0.0
Cl 3.4719 -1.7857 -1.9032 -0.1 0.0 0.0
C 1.9623 -2.6265 -1.9811 0.1 0.0 0.0
C 0.9081 -2.2193 -1.1658 0.0 -0.2 -0.2
C -0.2619 -2.9576 -1.2906 0.1 0.0 0.0
Cl -1.5742 -2.4213 -0.2448 0.0 0.0 0.0
C -0.4431 -4.0343 -2.1422 -0.1 0.0 0.0
Cl -1.9402 -4.8692 -2.2067 0.0 0.0 0.0
C 0.6353 -4.4062 -2.9451 0.0 0.0 0.0
Cl 0.4738 -5.7227 -4.0230 0.0 0.0 0.0
C 1.8425 -3.7016 -2.8648 0.0 0.0 0.0
Cl 3.1593 -4.1709 -3.8574 0.0 0.0 0.0
C -1.1496 -0.0669 -3.4914 0.0 0.0 0.0
S 0.1192 0.6163 -2.4512 0.0 -0.1 0.1
C -0.1901 2.3536 -2.6317 0.0 0.0 0.0
O -0.4737 0.3428 -1.0257 0.0 0.0 -0.1
H -0.9351 0.2040 -4.5244 0.0 0.0 0.0
H -2.1171 0.3126 -3.1673 0.0 0.0 0.0
H -1.0987 -1.1491 -3.3771 0.0 0.0 0.0
H 0.0273 2.6221 -3.6654 0.0 0.0 0.0
H 0.4929 2.8768 -1.9619 0.0 0.0 0.0
H -1.2276 2.5578 -2.3727 0.0 0.0 0.0
```
Forces are in eV/Å.

As for the charge: +1. Its LUMO energy (spin up / spin down) is -3.94 / -3.88 eV. The frontier orbital gap (spin up / spin down) comes out at 7.219 / 7.237 eV. For the energy relative to the best compared isomer or geometry (same formula, charge and spin), the calculation gives 0.0 kcal per mole. Its spin multiplicity is 1.



Number 1: molecular weight 422.45 g mol⁻¹. Number 2: molecular weight 650.77 g mol⁻¹. Number 3: molecular weight 831.41 g mol⁻¹. Number 4: molecular weight 561.04 g mol⁻¹. Number 5: molecular weight 737.84 g mol⁻¹.